The following is a quantum chemistry calculation of a molecular structure, C21H27N6O7Re at a distorted geometry, from OMol25.

Summary:
* spin multiplicity: 2
* HOMO-LUMO gap (alpha / beta): 5.124 / 5.011 eV
* LUMO level (alpha / beta): 2.34 / 2.34 eV
* total charge: -1
* E_HOMO (alpha / beta): -2.79 / -2.67 eV

Each line ends with the Löwdin spin population.
Element x y z (Å)
Re1 -0.1420 0.5415 0.5377  0.6631
O1 3.1590 -1.8922 -1.2801  -0.0001
C1 4.2110 -1.3903 -0.6031  0.0001
C2 5.4916 -1.8334 -0.9452  0.0001
C3 6.5965 -1.3611 -0.2699  0.0000
C4 6.4452 -0.4371 0.7645  0.0000
C5 5.1797 -0.0017 1.0993  0.0000
C6 4.0464 -0.4594 0.4280  -0.0002
C7 2.6916 0.0086 0.7888  0.0026
O2 1.6819 -0.4786 0.0724  0.0156
N1 2.5721 0.7954 1.8089  0.0058
N2 1.2068 1.0920 2.0833  0.0007
C8 0.8607 0.8318 3.2817  0.0033
C9 -0.5348 0.9269 3.7923  0.0022
C10 -0.7021 1.4667 5.0591  0.0006
C11 -1.9496 1.6081 5.6527  0.0018
C12 -3.0669 1.1652 4.9540  0.0002
C13 -2.9477 0.5925 3.7051  0.0018
C14 -1.6903 0.4486 3.0839  -0.0005
O3 -1.5858 -0.1287 1.9327  0.0054
H1 2.3597 -1.4598 -0.8607  0.0001
H2 5.5817 -2.5543 -1.7482  0.0000
H3 7.5837 -1.7143 -0.5457  0.0000
H4 7.3091 -0.0641 1.2997  0.0000
H5 5.0312 0.7145 1.8949  0.0000
H6 1.6161 0.5322 4.0078  -0.0002
H7 0.1827 1.8094 5.5886  -0.0001
H8 -2.0490 2.0543 6.6342  0.0002
H9 -4.0529 1.2656 5.3982  0.0000
H10 -3.8205 0.2354 3.1705  0.0000
N3 -2.1303 0.9444 -0.4359  -0.0002
C15 -1.9271 1.9681 -1.4693  0.0016
C16 -3.0463 1.9135 -2.5024  0.0005
C17 -3.4186 0.5593 -3.1279  0.0003
C18 -2.5723 -0.0433 -4.2546  0.0000
N4 -1.2106 -0.4270 -3.9013  0.0000
C19 -0.8669 -1.3608 -3.0180  0.0000
N5 0.3591 -1.3363 -2.5330  0.0008
N6 -1.7455 -2.2918 -2.6119  0.0001
C20 -0.4889 1.9182 -2.0701  0.0038
O4 -0.4285 2.2724 -3.2768  0.0025
O5 0.4421 1.3327 -1.4354  0.0016
H11 -2.4600 0.0463 -0.7757  0.0012
H12 -2.7694 1.1974 0.3021  -0.0001
H13 -1.9668 2.9322 -0.9633  0.0011
H14 -2.8628 2.6598 -3.2807  0.0000
H15 -3.9454 2.2468 -1.9725  0.0000
H16 -4.4174 0.6879 -3.5600  0.0000
H17 -3.5434 -0.1926 -2.3396  0.0001
H18 -2.4732 0.6676 -5.0721  0.0000
H19 -3.0981 -0.9141 -4.6657  0.0000
H20 -0.4926 0.2748 -4.1104  0.0000
H21 0.8237 -0.4169 -2.4841  0.0003
H22 0.5277 -1.9229 -1.7257  0.0001
H23 -2.6498 -2.3509 -2.9994  0.0000
H24 -1.4980 -2.9139 -1.8742  0.0000
C21 -0.5860 -2.4428 0.9493  0.0090
O6 -0.6443 -1.5146 -0.1132  0.0145
H25 -0.8286 -3.4528 0.5607  0.0009
H26 -1.3238 -2.2397 1.7274  0.0001
H27 0.4195 -2.4783 1.3879  0.0013
O7 -0.4430 2.3635 0.8601  0.2583

The following is a quantum chemistry calculation of a molecular structure, C21H27N6O7Re at a distorted geometry, from OMol25.

Summary:
* spin multiplicity: 2
* HOMO-LUMO gap (alpha / beta): 5.756 / 6.096 eV
* LUMO level (alpha / beta): 2.49 / 2.49 eV
* total charge: -1
* E_HOMO (alpha / beta): -3.27 / -3.61 eV

Each line ends with the Löwdin spin population.
Element x y z (Å)
Re1 0.1458 -0.1564 -0.2311  0.6825
O1 -2.9869 3.8477 0.8045  0.0001
C1 -3.6428 3.2006 -0.1734  0.0008
C2 -4.9595 3.5787 -0.4403  -0.0001
C3 -5.6924 2.9265 -1.4139  0.0010
C4 -5.1330 1.8820 -2.1435  -0.0001
C5 -3.8228 1.5150 -1.8939  0.0010
C6 -3.0612 2.1656 -0.9250  0.0002
C7 -1.6532 1.7233 -0.7422  0.0143
O2 -1.1294 0.8928 -1.5596  0.0215
N1 -1.0607 2.1634 0.3506  0.0009
N2 0.3081 1.7640 0.4332  -0.0105
C8 1.1578 2.7111 0.2613  0.0500
C9 2.5135 2.3674 -0.1257  0.0059
C10 3.6375 3.0674 0.3111  0.0035
C11 4.8982 2.7576 -0.1576  0.0004
C12 5.0260 1.7374 -1.1070  0.0032
C13 3.9295 1.0490 -1.5746  0.0014
C14 2.6209 1.3317 -1.1070  0.0071
O3 1.6004 0.7038 -1.5949  0.0091
H1 -2.1168 3.3756 0.9124  -0.0002
H2 -5.3860 4.3844 0.1432  0.0000
H3 -6.7152 3.2318 -1.6013  0.0001
H4 -5.7124 1.3645 -2.8967  0.0000
H5 -3.3453 0.7106 -2.4395  0.0000
H6 0.7887 3.7334 0.2884  0.0033
H7 3.5072 3.8612 1.0395  0.0002
H8 5.7687 3.2918 0.2001  0.0000
H9 6.0109 1.4812 -1.4829  0.0003
H10 4.0292 0.2639 -2.3137  -0.0001
N3 -1.1277 -1.1954 1.2342  0.0075
C15 -1.2301 -1.1021 2.7064  0.0002
C16 -1.8503 -2.3843 3.2904  -0.0004
C17 -1.1809 -3.7269 2.9677  0.0004
C18 0.1082 -4.1005 3.7085  0.0000
N4 1.3016 -3.2964 3.4642  -0.0001
C19 1.8905 -3.1467 2.2760  0.0008
N5 1.6473 -3.9821 1.2609  0.0039
N6 2.7777 -2.1626 2.1027  -0.0006
C20 0.1005 -0.7404 3.4212  0.0002
O4 0.1326 -1.0172 4.6456  0.0003
O5 1.0205 -0.2660 2.7292  0.0001
H11 -2.0483 -1.1232 0.8052  0.0038
H12 -0.8234 -2.1143 0.9213  0.0024
H13 -1.9209 -0.2849 2.9268  0.0002
H14 -2.8770 -2.4669 2.9193  0.0000
H15 -1.8894 -2.2469 4.3711  -0.0001
H16 -1.0335 -3.8264 1.8885  0.0003
H17 -1.8957 -4.5124 3.2297  0.0000
H18 0.3385 -5.1534 3.5179  0.0000
H19 -0.0789 -4.0045 4.7777  0.0000
H20 1.4060 -2.5099 4.1028  0.0000
H21 0.9779 -4.7179 1.3888  0.0001
H22 1.6733 -3.5415 0.3374  0.0009
H23 2.4774 -1.3086 2.5904  -0.0001
H24 2.8873 -1.9271 1.1160  0.0000
C21 -0.4069 -2.6552 -1.9808  0.0053
O6 -1.0005 -1.6723 -1.2221  0.0088
H25 0.1448 -3.4120 -1.3785  0.0019
H26 0.3272 -2.2677 -2.7045  -0.0001
H27 -1.1650 -3.2143 -2.5523  0.0000
O7 1.3778 -1.3951 -0.1330  0.1687

The following is a quantum chemistry calculation of a molecular structure, C21H28AuN3O5PS3, from OMol25.

Summary:
* spin multiplicity: 4
* HOMO-LUMO gap (alpha / beta): 4.638 / 5.726 eV
* LUMO level (alpha / beta): -0.29 / -2.82 eV
* total charge: 0
* E_HOMO (alpha / beta): -4.92 / -8.55 eV

Each line ends with the Löwdin spin population.
Element x y z (Å)
Au1 0.2455 -0.0559 -0.0911  0.7213
O1 -3.7931 0.7205 0.4681  0.1568
C1 -2.7008 0.3337 0.0573  0.1028
O2 -1.5764 0.9323 0.5183  0.2310
C2 -2.5001 -0.7065 -0.9142  0.2164
C3 -3.5718 -1.3332 -1.5810  0.0307
C4 -3.3449 -2.3106 -2.5026  0.1396
C5 -1.9926 -2.6991 -2.7834  0.1160
C6 -0.9794 -2.0746 -2.1252  0.0517
N1 -1.1951 -1.0932 -1.2208  0.3572
H1 -4.5697 -1.0011 -1.3270  -0.0002
H2 -4.1680 -2.7900 -3.0140  0.0077
H3 -1.7648 -3.4751 -3.4995  0.0070
H4 0.0571 -2.3387 -2.3002  0.0008
C7 5.5728 1.5709 2.1149  0.0012
C8 4.6260 0.4167 2.3513  0.0021
O3 4.1983 -0.2251 1.1266  0.0048
P1 3.2231 0.4617 0.0897  0.0183
S1 2.3848 -0.9858 -1.0035  0.1748
S2 1.8159 1.5794 0.9812  0.1375
O4 4.2204 1.3701 -0.7443  0.0080
C9 3.8029 2.4919 -1.5591  0.0012
C10 3.1304 2.0635 -2.8421  0.0002
H5 5.9464 1.9235 3.0774  0.0000
H6 5.0736 2.4028 1.6194  0.0011
H7 6.4196 1.2597 1.5039  0.0001
H8 3.7353 0.7367 2.8961  0.0011
H9 5.1099 -0.3820 2.9097  0.0000
H10 4.7285 3.0288 -1.7575  0.0000
H11 3.1500 3.1269 -0.9585  0.0015
H12 3.7685 1.3859 -3.4088  0.0003
H13 2.9332 2.9482 -3.4492  0.0000
H14 2.1819 1.5636 -2.6501  0.0005
C11 1.7872 -1.3094 6.8462  0.0002
C12 0.2673 -1.4093 6.7707  0.0003
C13 -0.3363 -0.4676 5.7417  0.0043
N2 0.0949 -0.8772 4.4011  0.0347
C14 -0.2983 -0.4086 3.2280  0.0375
S3 -0.2188 -1.5353 1.9127  0.4220
N3 -0.8537 0.7935 3.0509  0.0014
C15 -0.5271 1.9729 3.7546  -0.0003
O5 0.3985 2.0139 4.5327  0.0012
C16 -1.3700 3.1430 3.4073  0.0001
C17 -2.5310 3.0354 2.6455  0.0001
C18 -3.2684 4.1749 2.3599  0.0002
C19 -2.8512 5.4103 2.8305  -0.0002
C20 -1.6904 5.5184 3.5891  0.0001
C21 -0.9498 4.3876 3.8767  -0.0001
H15 2.1826 -1.9705 7.6166  0.0000
H16 2.0941 -0.2894 7.0814  0.0000
H17 2.2636 -1.5845 5.9031  0.0001
H18 -0.1683 -1.1557 7.7384  0.0000
H19 -0.0418 -2.4374 6.5570  0.0000
H20 -0.0115 0.5540 5.9237  0.0013
H21 -1.4285 -0.4960 5.7758  0.0007
H22 0.5401 -1.7827 4.3414  0.0067
H23 -1.2881 0.9284 2.0905  -0.0016
H24 -2.8709 2.0895 2.2421  0.0001
H25 -4.1617 4.0866 1.7567  0.0000
H26 -3.4284 6.2970 2.6009  0.0000
H27 -1.3645 6.4850 3.9499  0.0000
H28 -0.0420 4.4463 4.4616  0.0000

The following is a quantum chemistry calculation of a molecular structure, C21H28B2F4MgN7O4 at a distorted geometry, from OMol25.

Summary:
* spin multiplicity: 1
* HOMO-LUMO gap (alpha / beta): 5.495 / 5.494 eV
* LUMO level (alpha / beta): -6.15 / -6.15 eV
* total charge: +1
* E_HOMO (alpha / beta): -11.64 / -11.64 eV

Each line ends with the natural charge from an NBO analysis.
Element x y z (Å)
Mg1 -0.3978 -0.3092 -0.7888  1.7584
C1 -2.1944 0.9935 -4.5664  -0.7092
C2 -1.7572 0.7798 -3.1863  0.2555
N1 -1.0792 -0.2351 -2.7528  -0.2952
O1 -0.6472 -1.1155 -3.7726  -0.5759
B1 0.2771 -2.0657 -3.1849  1.2904
F1 0.3079 -3.3311 -3.6718  -0.4848
F2 -0.1523 -2.2042 -1.6628  -0.6321
O2 1.6827 -1.5002 -3.2857  -0.4924
N2 1.8689 -0.6058 -2.2369  -0.0664
C3 1.9821 0.6846 -2.6551  0.4150
C4 2.2710 0.8835 -4.1025  -0.6927
C5 1.6592 1.7067 -1.7340  0.1738
N3 0.8862 1.3542 -0.7285  -0.1768
O3 0.6898 2.3975 0.2151  -0.5366
B2 -0.6192 3.1226 0.3289  1.2684
F3 -0.8050 3.4262 1.6692  -0.5153
F4 -0.6485 4.2370 -0.5885  -0.5473
O4 -1.8844 2.3037 -0.0151  -0.5640
N4 -1.7380 1.3725 -0.9472  -0.2377
C6 -2.2074 1.6775 -2.1167  0.2429
C7 -2.8364 2.9819 -2.4731  -0.7072
C8 2.0837 3.1494 -1.9274  -0.6687
H1 -1.6587 0.2684 -5.1738  0.2652
H2 -1.9836 2.0314 -4.9226  0.2544
H3 -3.2646 0.8066 -4.7363  0.2720
H4 3.2807 0.5202 -4.3637  0.2888
H5 2.3320 1.9281 -4.2528  0.2401
H6 1.5894 0.4328 -4.8218  0.3000
H7 -3.5712 2.9292 -3.2522  0.2410
H8 -2.0553 3.7424 -2.6884  0.2678
H9 -3.2900 3.3558 -1.5427  0.2764
H10 2.7259 3.1363 -2.7786  0.2215
H11 2.5984 3.4806 -1.0057  0.2803
H12 1.1571 3.7132 -1.9750  0.2855
N5 2.9663 -6.4003 4.7359  -0.2336
C9 2.6825 -5.5649 4.0055  0.2344
C10 2.4977 -4.3899 3.1744  -0.1064
C11 1.2333 -4.3479 2.5702  -0.1545
C12 1.0118 -3.4206 1.5408  -0.1989
C13 2.1469 -2.5985 1.1848  -0.0794
C14 3.3343 -2.5264 1.9755  -0.1625
C15 3.5524 -3.4571 2.9534  -0.1602
C16 1.9772 -1.7789 0.0260  0.1222
C17 2.0294 -1.1077 -1.0075  0.0202
H13 0.4863 -5.0469 2.9559  0.2530
H14 0.1052 -3.4229 0.9371  0.2385
H15 4.0921 -1.7838 1.7780  0.2394
H16 4.4151 -3.4771 3.6123  0.2580
C18 -2.6607 1.4100 3.6051  -0.6163
C19 -1.6314 0.3002 3.2246  0.1012
C20 -0.1946 0.9110 3.3948  -0.6661
C21 -1.8172 -0.9888 4.0409  -0.6255
N6 -1.9138 0.1005 1.8361  -0.5192
N7 -1.1676 -0.9029 1.0952  -0.8225
H17 -2.5072 1.6710 4.6568  0.2202
H18 -3.7118 1.1392 3.3916  0.2272
H19 -2.3438 2.3214 3.0536  0.2313
H20 -0.0378 1.3024 4.4382  0.2277
H21 0.0272 1.7866 2.7024  0.2464
H22 0.5917 0.1500 3.2722  0.1889
H23 -1.7285 -0.7509 5.1457  0.2429
H24 -0.9851 -1.6811 3.7918  0.1837
H25 -2.7315 -1.5167 3.6683  0.2266
H26 -1.8751 1.0520 1.4167  0.4041
H27 -1.9017 -1.5908 0.7992  0.3898
H28 -0.5433 -1.4391 1.7215  0.3947

The following is a quantum chemistry calculation of a molecular structure, C21H28BClF4N7O3S2Tm, from OMol25.

Summary:
* spin multiplicity: 3
* HOMO-LUMO gap (alpha / beta): 7.263 / 7.267 eV
* LUMO level (alpha / beta): -0.43 / -0.43 eV
* total charge: 0
* E_HOMO (alpha / beta): -7.70 / -7.70 eV

Each line ends with the Löwdin spin population.
Element x y z (Å)
Tm1 0.2490 0.9029 0.2957  2.0125
C1 -2.5132 5.2460 -2.1459  -0.0001
S1 -3.4053 3.6923 -2.0284  -0.0002
C2 -2.4514 2.7558 -0.8791  -0.0002
S2 -1.0348 3.3952 -0.1647  -0.0020
N1 -2.9853 1.5784 -0.6888  0.0001
N2 -2.2510 0.7961 0.1807  -0.0010
C3 -2.9426 -0.0823 0.8008  0.0001
C4 -2.3061 -1.0067 1.7387  0.0000
C5 -3.0534 -2.0090 2.3495  0.0000
C6 -2.4183 -2.8720 3.2248  0.0000
C7 -1.0653 -2.6999 3.4629  0.0000
C8 -0.4035 -1.6660 2.8127  0.0000
N3 -0.9987 -0.8355 1.9686  -0.0007
H1 -3.1264 5.8788 -2.7867  0.0000
H2 -1.5304 5.1165 -2.5924  0.0000
H3 -2.4103 5.7165 -1.1718  0.0000
H4 -4.0172 -0.1408 0.6386  0.0000
H5 -4.1094 -2.0987 2.1370  0.0000
H6 -2.9712 -3.6602 3.7183  0.0000
H7 -0.5257 -3.3378 4.1476  0.0000
H8 0.6501 -1.5004 2.9912  0.0000
N4 2.6215 0.2992 1.2288  -0.0010
C9 2.6280 0.3059 2.6901  -0.0001
C10 1.3602 0.9999 3.2291  -0.0001
O1 1.1464 1.0247 4.4234  -0.0003
O2 0.6114 1.5064 2.3030  -0.0017
H9 3.2500 -0.3975 0.8475  0.0000
H10 2.9362 1.1962 0.8666  0.0001
H11 3.5030 0.7983 3.1282  0.0000
H12 2.6393 -0.7228 3.0564  0.0000
F1 1.9050 0.4976 -1.4158  -0.0011
B1 1.0569 0.4972 -2.6010  -0.0001
F2 1.5433 1.3859 -3.5147  0.0000
F3 0.9217 -0.7704 -3.0965  0.0000
F4 -0.1830 0.9728 -2.0385  -0.0010
C11 1.8769 -3.1526 0.3303  0.0000
N5 0.6861 -3.4401 -0.4368  0.0000
C12 0.5729 -4.7975 -0.9394  0.0000
C13 -0.8610 -5.0951 -1.3170  0.0000
C14 -1.3427 -4.0155 -2.2597  0.0000
N6 -1.1598 -2.7039 -1.6629  0.0000
C15 -1.9292 -1.6422 -2.2923  0.0000
C16 -0.1201 -2.4221 -0.8437  -0.0001
O3 0.0900 -1.2673 -0.4241  -0.0018
H13 1.9044 -3.7763 1.2274  0.0000
H14 1.8730 -2.1055 0.6164  0.0000
H15 2.7742 -3.3557 -0.2629  0.0000
H16 0.9182 -5.4718 -0.1525  0.0000
H17 1.2375 -4.9366 -1.8015  0.0000
H18 -1.4853 -5.1061 -0.4210  0.0000
H19 -0.9313 -6.0738 -1.7906  0.0000
H20 -2.4064 -4.1299 -2.4777  0.0000
H21 -0.8085 -4.0680 -3.2168  0.0000
H22 -2.9927 -1.8697 -2.2028  0.0000
H23 -1.6628 -1.5662 -3.3492  0.0000
H24 -1.7267 -0.6908 -1.8248  0.0000
Cl1 2.0325 6.3670 2.2083  0.0000
C17 2.1689 5.2791 0.8701  0.0000
C18 2.5384 5.7425 -0.3800  0.0000
C19 2.6254 4.8223 -1.4085  0.0000
C20 2.3399 3.4915 -1.1510  0.0000
N7 1.9815 3.0500 0.0590  -0.0011
C21 1.8918 3.9354 1.0548  -0.0001
H25 2.7452 6.7920 -0.5346  0.0000
H26 2.9008 5.1264 -2.4080  0.0000
H27 2.3909 2.7553 -1.9398  0.0000
H28 1.5586 3.5626 2.0152  0.0000

The following is a quantum chemistry calculation of a molecular structure, C21H28Cl5GeN5OY at a distorted geometry, from OMol25.

Summary:
* spin multiplicity: 1
* HOMO-LUMO gap: 4.150 eV
* LUMO level: 1.79 eV
* total charge: -1
* E_HOMO: -2.36 eV

Each line ends with the natural charge from an NBO analysis.
Element x y z (Å)
Y1 0.2441 -0.2253 0.0015  1.8058
C1 0.6121 0.7780 5.0393  -0.4282
N1 1.9332 0.5791 4.4556  -0.4573
C2 2.8081 -0.2168 5.3154  -0.4071
C3 1.9283 0.2265 3.0998  0.6249
N2 0.9189 -0.1605 2.4465  -0.7469
N3 3.1869 0.4149 2.5332  -0.6298
C4 3.6027 0.1715 1.2266  0.6192
N4 4.8993 0.6083 1.0279  -0.8229
N5 2.8538 -0.3443 0.3459  -0.7448
H1 0.7328 1.2814 5.9974  0.2066
H2 0.0811 -0.1668 5.2167  0.1809
H3 0.0043 1.4058 4.3905  0.2371
H4 2.9265 0.2921 6.2712  0.2017
H5 3.7912 -0.3394 4.8681  0.2045
H6 2.3914 -1.2143 5.5020  0.1841
H7 0.0907 -0.2543 3.0204  0.3902
H8 3.7546 1.0592 3.0561  0.4033
H9 5.5337 0.5612 1.8078  0.3790
H10 5.3123 0.3354 0.1529  0.3930
H11 3.3404 -0.4405 -0.5397  0.3624
Cl1 0.6677 4.7823 -5.6458  0.0134
C5 0.8230 3.9463 -4.1373  -0.1544
C6 0.7694 2.5561 -4.0890  -0.0417
Cl2 0.5444 1.6472 -5.5424  0.0313
C7 0.9006 1.8987 -2.8805  -0.1750
Cl3 0.8624 0.1611 -2.8172  0.0891
C8 1.0901 2.5644 -1.6422  0.4413
O1 1.2306 1.9485 -0.5395  -0.7841
C9 1.1417 3.9817 -1.7367  -0.1678
Cl4 1.3858 4.8432 -0.2574  0.0161
C10 1.0127 4.6476 -2.9436  -0.0509
Cl5 1.0887 6.3746 -2.9828  0.0228
C11 0.4355 -2.6619 -0.0944  -1.0191
C12 0.1587 -3.0912 -1.4729  0.0055
C13 -1.1229 -2.9245 -2.0369  -0.2170
C14 -1.3906 -3.2417 -3.3592  -0.1979
C15 -0.3885 -3.7284 -4.1940  -0.2926
C16 0.8873 -3.8895 -3.6682  -0.2041
C17 1.1534 -3.5831 -2.3389  -0.2789
H12 1.4067 -3.0149 0.2619  0.1989
H13 -0.3468 -2.9994 0.5978  0.2132
H14 -1.9113 -2.5197 -1.4110  0.2134
H15 -2.3919 -3.0906 -3.7488  0.2011
H16 -0.5955 -3.9644 -5.2303  0.1972
H17 1.6873 -4.2629 -4.2998  0.1933
H18 2.1588 -3.7227 -1.9500  0.1906
C18 -4.6227 0.7060 1.8295  -1.0961
Ge1 -3.5934 0.2319 0.1831  1.6332
C19 -4.0999 -1.6721 -0.0480  -1.0975
C20 -4.6688 1.1204 -1.2330  -1.0966
C21 -1.7610 0.6770 0.2191  -1.8253
H19 -5.7005 0.5633 1.6709  0.1969
H20 -4.4444 1.7496 2.1078  0.2090
H21 -4.3069 0.0734 2.6660  0.2036
H22 -5.1490 -1.7797 0.2478  0.2087
H23 -3.4990 -2.3458 0.5712  0.2130
H24 -4.0112 -1.9908 -1.0910  0.2100
H25 -5.7370 0.9032 -1.1039  0.1986
H26 -4.3564 0.7732 -2.2222  0.2141
H27 -4.5246 2.2042 -1.1948  0.2129
H28 -1.7287 1.7783 0.3218  0.2163